# 1
This record from the Open Molecules 2025 dataset describes one molecule with the formula C20H16O8 in a non-equilibrium geometry. The level of theory is the ωB97M-V functional and the def2-TZVPD basis.

Calculated values
**Structure (SMILES)**: COC1=CC([C@H]2c3cc4c(cc3[C@@H](O)[C@@H]3COC(=O)[C@H]32)OCO4)=CC(=O)C1=O
**Kohn-Sham gap**: 6.797 eV
**HOMO**: -8.681 eV
**Energy relative to the best compared isomer or geometry (same formula, charge and spin)**: 2.177 eV
**E_tot**: -37376.5786 eV

```
! RIJCOSX wB97M-V def2-TZVPD def2/J DEFGRID3
* xyz 0 1
C 1.325 -4.310 -3.760
O 0.425 -4.072 -2.656
C 0.609 -2.896 -1.944
C -0.530 -2.216 -1.551
C -0.547 -1.000 -0.771
C -1.921 -0.331 -0.516
C -1.939 0.338 0.861
C -2.043 -0.476 1.992
C -1.967 0.134 3.294
C -1.709 1.465 3.442
C -1.683 2.292 2.318
C -1.779 1.743 1.023
C -1.839 2.666 -0.177
O -0.937 3.751 -0.035
C -1.497 1.953 -1.506
C -1.824 2.695 -2.779
O -2.046 1.694 -3.766
C -2.163 0.486 -3.126
O -2.311 -0.584 -3.677
C -2.260 0.639 -1.626
O -1.621 1.701 4.783
C -1.950 0.464 5.459
O -2.057 -0.548 4.463
C 0.686 -0.450 -0.448
C 1.982 -1.103 -0.799
O 3.021 -0.562 -0.451
C 1.935 -2.376 -1.570
O 2.945 -3.060 -1.791
H 1.680 -3.378 -4.212
H 2.234 -4.816 -3.409
H 0.846 -4.936 -4.530
H -1.488 -2.701 -1.838
H -2.672 -1.134 -0.577
H -2.106 -1.564 1.900
H -1.615 3.385 2.472
H -2.851 3.074 -0.214
H -0.332 3.564 0.691
H -0.410 1.738 -1.520
H -2.692 3.353 -2.650
H -0.962 3.274 -3.047
H -3.320 0.839 -1.428
H -2.878 0.559 6.058
H -1.151 0.271 6.154
H 0.723 0.481 0.082
*
```

# 2
This record from the Open Molecules 2025 dataset describes C3H5ClN2O2 as an isolated structure in a non-equilibrium geometry. The level of theory is the ωB97M-V functional and the def2-TZVPD basis.

Calculated values
**Kohn-Sham gap**: 9.796 eV
**HOMO**: -9.712 eV
**Energy relative to the best compared isomer or geometry (same formula, charge and spin)**: 5.778 eV
**E_tot**: -22784.8539 eV

```
! RIJCOSX wB97M-V def2-TZVPD def2/J DEFGRID3
* xyz 0 1
C -0.435 1.618 0.281
C 0.337 -0.659 0.099
C -1.012 -1.310 -0.337
H 1.389 2.318 0.481
H -1.754 1.260 0.654
H 1.497 -2.237 -0.394
H -1.590 -1.169 0.573
H -1.268 -0.662 -1.298
N 0.467 0.743 0.338
N 1.598 -1.197 -0.023
O 1.701 1.299 0.461
O -0.089 2.878 0.122
Cl -0.841 -2.881 -0.957
*
```

# 3
This record from the Open Molecules 2025 dataset describes one molecule with the formula C5H5NO2S in a non-equilibrium geometry. The level of theory is the ωB97M-V functional and the def2-TZVPD basis.

Calculated values
**Kohn-Sham gap**: 8.555 eV
**HOMO**: -8.737 eV
**Energy relative to the best compared isomer or geometry (same formula, charge and spin)**: 4.417 eV
**E_tot**: -21681.7193 eV

```
! RIJCOSX wB97M-V def2-TZVPD def2/J DEFGRID3
* xyz 0 1
C 0.887 -1.695 -0.036
C 1.528 -0.621 0.378
C -0.099 1.038 0.097
C 2.796 0.020 0.476
C -2.426 0.531 -0.277
N -1.038 0.190 -0.146
O 0.173 2.165 0.052
O 3.499 0.235 -0.504
S -0.948 -1.555 -0.144
H 1.119 -2.769 -0.273
H 2.997 0.323 1.529
H -2.834 -0.077 -1.120
H -3.053 0.552 0.569
H -2.600 1.663 -0.599
*
```

# 4
This record from the Open Molecules 2025 dataset describes C26H34Cl6LuN3O4 as an isolated structure in a non-equilibrium geometry. The level of theory is the ωB97M-V functional and the def2-TZVPD basis.

Calculated values
**Kohn-Sham gap**: 6.479 eV
**HOMO**: -6.354 eV
**E_tot**: -148928.9206 eV

```
! RIJCOSX wB97M-V def2-TZVPD def2/J DEFGRID3
* xyz 0 1
O 0.383 -0.481 -1.424
C -0.431 -0.322 -2.551
C -0.180 1.002 -3.234
C 0.483 2.034 -2.579
H 0.852 1.850 -1.581
C 0.680 3.261 -3.196
H 1.187 4.058 -2.665
C 0.226 3.472 -4.491
H 0.377 4.428 -4.975
C -0.418 2.441 -5.163
H -0.768 2.591 -6.177
C -0.619 1.220 -4.536
H -1.126 0.419 -5.061
H -0.214 -1.107 -3.285
C -2.203 -1.952 -1.846
C -1.874 -0.518 -2.105
H -3.258 -2.183 -1.964
H -1.891 -2.237 -0.843
H -1.645 -2.595 -2.532
C -2.706 0.513 -1.936
C -4.120 0.478 -1.463
H -2.337 1.502 -2.186
H -4.826 0.865 -2.192
H -4.239 1.064 -0.549
H -4.426 -0.541 -1.211
Lu -0.081 -0.579 0.389
Cl -2.379 -0.380 0.164
C -1.162 -0.341 3.097
O -0.295 -0.945 2.445
N -1.312 -0.472 4.418
C -0.782 -1.617 5.130
C -1.998 0.539 5.193
H -1.860 0.342 2.615
H -0.219 -2.229 4.436
H -1.593 -2.206 5.559
H -0.127 -1.289 5.937
H -2.194 1.407 4.571
H -1.389 0.850 6.043
H -2.947 0.157 5.569
H 4.732 1.300 -1.650
H 4.617 1.641 1.052
C 3.658 1.188 -1.509
C 3.564 1.382 0.947
N 3.383 0.559 -0.235
H 3.259 0.585 -2.320
C 2.778 -0.619 -0.172
O 1.978 -0.977 0.710
H 3.213 0.845 1.820
H 3.064 -1.306 -0.979
H 3.192 2.173 -1.539
H 2.974 2.289 0.843
H -0.177 -5.964 0.931
H 2.020 -6.129 -0.690
C -0.545 -5.428 0.055
C 1.507 -5.410 -1.329
N 0.524 -4.674 -0.564
H -1.340 -4.755 0.358
C 0.548 -3.342 -0.498
O -0.218 -2.676 0.219
H 2.227 -4.713 -1.739
H 1.281 -2.857 -1.140
H -0.960 -6.145 -0.651
H 1.023 -5.953 -2.143
Cl 1.653 0.525 3.592
C 0.985 1.882 2.645
C 0.260 1.740 1.397
C -0.315 2.934 0.887
Cl -1.406 2.928 -0.444
C -0.101 4.190 1.490
Cl -0.824 5.657 0.809
C 0.666 4.296 2.647
Cl 0.923 5.875 3.400
C 1.189 3.148 3.234
Cl 2.101 3.309 4.745
*
```

# 5
This record from the Open Molecules 2025 dataset describes a 5-piece molecular cluster, C32H54IN4O21PS5 overall in a non-equilibrium geometry. The level of theory is the ωB97M-V functional and the def2-TZVPD basis.

Calculated values
**Structure (SMILES)**: COCCCCCCCCCCCc1nc2c([PH2]=N)c(S(C)(=O)=O)c(ON=O)cc2nc1C[C@@H](C)I.O=S1(=O)OCCO1.O=S1(=O)OCCO1.O=S1(=O)OCCO1.O=S1(=O)OCCO1
**Kohn-Sham gap**: 6.511 eV
**HOMO**: -8.961 eV
**E_tot**: -154553.7350 eV

```
! RIJCOSX wB97M-V def2-TZVPD def2/J DEFGRID3
* xyz 0 1
C 8.392 0.630 1.368
O 8.842 -0.746 1.100
C 8.667 -1.624 2.269
C 7.338 -2.588 2.212
C 6.299 -2.258 0.986
C 6.857 -2.705 -0.511
C 5.891 -3.823 -1.258
C 4.808 -3.097 -2.306
C 3.424 -3.968 -2.198
C 2.210 -3.468 -3.183
C 1.083 -2.534 -2.443
C -0.158 -3.416 -1.750
C 0.015 -3.534 -0.112
C -0.501 -2.163 0.685
N 0.356 -0.939 0.522
C -0.136 0.248 1.298
C 0.780 1.636 1.200
P 2.347 1.576 0.044
N 2.113 2.499 -1.264
C 0.411 3.029 2.031
S 1.488 4.590 1.958
C 3.017 4.216 3.033
O 1.858 5.019 0.518
O 0.792 5.821 2.626
C -0.988 2.943 2.942
O -1.486 4.106 3.723
N -2.687 4.394 3.152
O -2.538 4.889 2.042
C -1.911 1.576 3.010
C -1.496 0.179 2.188
N -2.431 -0.985 2.362
C -1.855 -2.138 1.588
C -2.709 -3.573 1.679
C -2.494 -4.269 3.146
C -2.542 -5.908 3.156
I -0.684 -3.559 4.216
H 8.630 1.026 2.443
H 7.249 0.759 1.074
H 8.985 1.331 0.613
H 8.727 -0.992 3.265
H 9.607 -2.360 2.270
H 7.632 -3.731 2.237
H 6.738 -2.390 3.221
H 5.965 -1.125 1.032
H 5.326 -2.922 1.173
H 7.974 -3.049 -0.386
H 6.869 -1.722 -1.174
H 6.600 -4.540 -1.895
H 5.294 -4.423 -0.429
H 4.675 -1.998 -1.882
H 5.268 -3.027 -3.380
H 3.030 -3.827 -1.081
H 3.639 -5.103 -2.409
H 1.713 -4.440 -3.666
H 2.693 -2.890 -4.107
H 0.680 -1.777 -3.271
H 1.630 -1.852 -1.644
H -0.146 -4.468 -2.262
H -1.146 -2.846 -2.080
H 1.193 -3.563 0.079
H -0.405 -4.524 0.349
H 2.531 0.206 -0.447
H 3.513 1.901 0.824
H 2.142 1.932 -2.154
H 2.637 4.193 4.155
H 3.879 4.999 2.891
H 3.337 3.112 2.778
H -2.886 1.594 3.698
H -3.853 -3.239 1.621
H -2.530 -4.272 0.759
H -3.405 -3.903 3.825
H -1.748 -6.362 2.422
H -3.627 -6.366 3.029
H -2.196 -6.241 4.249
O -5.634 -6.586 3.614
S -6.238 -7.051 4.843
O -7.158 -8.164 4.896
O -6.924 -5.774 5.588
C -6.351 -5.616 6.885
C -4.935 -6.175 6.777
O -5.048 -7.314 5.927
H -6.950 -6.196 7.595
H -6.358 -4.563 7.179
H -4.523 -6.457 7.748
H -4.264 -5.457 6.292
O -1.899 -2.147 -4.925
S -1.939 -0.875 -5.612
O -1.966 -0.759 -7.052
O -0.727 0.052 -5.039
C -1.266 1.254 -4.492
C -2.671 0.893 -4.017
O -3.177 -0.006 -5.002
H -1.299 2.005 -5.287
H -0.635 1.618 -3.676
H -3.317 1.769 -3.926
H -2.639 0.362 -3.060
O -4.739 5.216 -3.687
S -5.342 4.751 -2.458
O -6.262 3.639 -2.405
O -6.029 6.028 -1.713
C -5.456 6.186 -0.416
C -4.040 5.628 -0.525
O -4.152 4.488 -1.374
H -6.055 5.607 0.294
H -5.463 7.239 -0.122
H -3.628 5.345 0.447
H -3.369 6.345 -1.009
O -1.616 8.776 -7.586
S -2.345 9.288 -6.447
O -2.863 10.635 -6.385
O -1.457 9.011 -5.108
C -2.207 8.210 -4.197
C -3.148 7.378 -5.064
O -3.560 8.252 -6.112
H -2.768 8.880 -3.537
H -1.538 7.587 -3.598
H -4.012 7.010 -4.506
H -2.621 6.532 -5.518
*
```

# 6
This record from the Open Molecules 2025 dataset describes one molecule with the formula C9H18O3Si in a non-equilibrium geometry. The level of theory is the ωB97M-V functional and the def2-TZVPD basis.

Calculated values
**Structure (SMILES)**: C=C(C)C(=O)OCCO[Si](C)(C)C
**Kohn-Sham gap**: 10.209 eV
**HOMO**: -9.679 eV
**Energy relative to the best compared isomer or geometry (same formula, charge and spin)**: 0.000 eV
**E_tot**: -23646.2232 eV

```
! RIJCOSX wB97M-V def2-TZVPD def2/J DEFGRID3
* xyz 0 1
C -4.195 1.081 -1.027
C -3.106 0.461 -1.457
C -3.003 0.020 -2.840
C -1.893 0.326 -0.573
O -0.846 -0.134 -0.978
O -2.125 0.709 0.725
C -1.098 0.285 1.612
C 0.140 1.159 1.397
O 1.335 0.552 1.796
Si 2.344 -0.417 0.845
C 1.727 -2.138 0.968
C 4.067 -0.216 1.543
C 2.198 0.139 -0.944
H -4.966 1.352 -1.697
H -4.249 1.470 -0.020
H -2.072 -0.513 -3.006
H -2.997 0.833 -3.575
H -3.809 -0.656 -3.105
H -1.454 0.319 2.635
H -0.921 -0.787 1.390
H 0.038 2.089 1.948
H 0.269 1.458 0.329
H 2.353 -2.783 0.338
H 1.788 -2.470 2.004
H 0.725 -2.140 0.607
H 4.022 -0.531 2.588
H 4.461 0.805 1.466
H 4.725 -0.862 0.974
H 1.184 0.009 -1.361
H 2.588 1.136 -1.042
H 2.768 -0.555 -1.540
*
```